(1)
A molecular structure, C45H53CrO4P2SSi3Te in a non-equilibrium geometry. Source: the Open Molecules 2025 dataset; level of theory: ωB97M-V/def2-TZVPD.

```
110
Properties=species:S:1:pos:R:3:forces:R:3:mulliken_spin:R:1
Cr 0.595 1.063 -1.010 0.14 1.15 0.16 3.23
C -1.006 -3.622 -1.305 -0.13 0.61 0.62 0.00
Si -1.080 -2.152 -0.071 -1.58 -1.10 -0.07 0.00
C -1.236 -2.808 1.708 0.32 0.38 -0.35 0.00
C -1.772 -4.075 1.932 0.04 -0.14 -0.17 0.00
C -2.035 -4.524 3.214 -0.12 -0.10 0.00 0.00
C -1.771 -3.710 4.304 -0.02 0.03 0.01 0.00
C -1.228 -2.456 4.103 -0.12 -0.02 -0.01 0.00
C -0.970 -1.996 2.817 -0.04 0.20 -0.10 0.00
P -0.258 -0.327 2.481 -0.57 -0.70 1.08 0.02
C -1.491 0.776 3.252 0.16 -0.04 -0.19 0.02
C -2.846 0.467 3.240 0.24 -0.09 0.04 0.00
C -3.777 1.421 3.609 -0.12 0.07 -0.01 0.00
C -3.365 2.689 3.984 -0.11 0.03 0.04 0.00
C -2.015 3.007 3.992 0.03 0.10 0.00 0.00
C -1.082 2.061 3.612 -0.05 -0.13 -0.02 -0.01
C 1.047 -0.402 3.777 -0.01 0.27 -0.24 0.00
C 2.280 -0.944 3.421 -0.05 0.09 -0.03 0.00
C 3.296 -1.040 4.358 0.02 -0.11 0.02 0.00
C 3.083 -0.618 5.661 0.07 0.01 0.05 0.00
C 1.860 -0.076 6.018 -0.02 -0.01 0.13 0.00
C 0.847 0.035 5.083 0.03 0.02 -0.04 0.00
C -2.632 -1.102 -0.446 0.55 0.22 0.18 0.02
C -3.752 -1.897 -0.700 0.25 -0.06 0.02 0.02
C -4.987 -1.374 -1.021 -0.09 0.08 -0.01 -0.02
C -5.142 0.005 -1.047 -0.07 -0.33 0.06 0.01
C -4.075 0.818 -0.740 0.35 0.06 0.03 -0.02
C -2.793 0.308 -0.458 -0.36 -0.49 -0.08 -0.04
P -1.461 1.456 -0.008 -0.51 0.86 0.19 -0.08
C 1.286 2.937 -1.049 0.24 0.20 0.12 -0.24
C 2.184 3.399 -2.010 -0.16 -0.36 -0.37 0.02
C 3.056 4.448 -1.767 0.03 0.13 -0.08 -0.03
C 3.020 5.109 -0.552 -0.02 0.01 0.03 0.04
C 2.088 4.722 0.398 0.01 0.10 0.10 -0.03
C 1.246 3.651 0.151 -0.32 -0.24 0.16 0.04
C -2.201 3.056 -0.516 0.38 -0.20 -0.17 0.00
C -3.108 3.702 0.321 0.15 -0.06 0.04 -0.01
C -3.646 4.924 -0.037 -0.06 0.04 0.06 0.00
C -3.258 5.534 -1.219 -0.01 0.05 -0.05 0.00
C -2.353 4.901 -2.054 0.03 0.07 -0.13 -0.01
C -1.841 3.664 -1.713 0.03 -0.09 0.05 0.00
H -1.656 -4.431 -0.989 -0.10 -0.16 -0.01 0.00
H -1.315 -3.334 -2.311 -0.02 0.16 0.03 0.00
H 0.007 -4.018 -1.359 0.14 0.00 0.08 0.00
H -1.991 -4.723 1.096 -0.01 -0.10 -0.02 0.00
H -2.457 -5.507 3.364 -0.02 -0.07 -0.01 0.00
H -2.003 -4.047 5.305 0.04 -0.06 0.06 0.00
H -1.018 -1.817 4.949 0.03 0.03 0.08 0.00
H -3.160 -0.520 2.931 -0.11 -0.05 -0.01 0.00
H -4.828 1.171 3.589 -0.12 0.01 0.02 0.00
H -4.096 3.436 4.256 -0.07 0.05 0.07 0.00
H -1.693 3.998 4.281 0.01 0.05 0.00 0.00
H -0.027 2.306 3.589 0.01 0.08 0.02 0.00
H 2.444 -1.278 2.406 0.09 -0.04 0.13 0.00
H 4.257 -1.442 4.072 0.04 -0.07 -0.03 0.00
H 3.869 -0.712 6.398 0.06 0.03 0.02 0.00
H 1.689 0.262 7.031 0.01 0.01 0.08 0.00
H -0.102 0.469 5.367 0.01 -0.01 0.05 0.00
H -3.639 -2.969 -0.641 -0.06 -0.29 -0.10 0.00
H -5.813 -2.030 -1.244 -0.12 -0.08 -0.01 0.00
H -6.098 0.446 -1.293 -0.07 0.03 -0.01 0.00
H -4.238 1.884 -0.727 0.01 0.00 -0.09 0.00
H 2.213 2.925 -2.984 0.11 -0.11 -0.06 0.01
H 3.764 4.743 -2.528 0.03 0.04 -0.06 0.00
H 3.710 5.915 -0.348 0.01 0.08 0.01 0.00
H 2.023 5.254 1.338 0.00 -0.02 0.05 0.00
H 0.534 3.350 0.915 0.05 0.05 0.10 0.02
H -3.390 3.223 1.248 -0.04 0.02 0.15 -0.01
H -4.363 5.404 0.612 -0.06 0.08 0.08 0.00
H -3.656 6.500 -1.490 -0.06 0.09 -0.02 0.00
H -2.046 5.370 -2.978 0.02 0.08 -0.11 0.00
H -1.143 3.152 -2.368 -0.03 0.18 0.02 0.06
O 2.448 -2.027 0.179 0.09 -0.26 0.16 0.00
S 1.766 -0.860 -0.251 1.59 -2.26 0.98 0.00
O 2.154 -0.311 -1.544 0.03 0.35 -0.64 0.00
O 0.251 -1.272 -0.550 0.73 1.17 -0.27 0.01
O 1.696 0.251 0.680 0.07 0.67 -0.05 -0.02
C -2.418 -0.295 -6.245 0.16 0.68 0.36 0.00
Si -2.137 1.449 -5.534 -0.40 0.16 -0.54 0.00
C -3.447 1.798 -4.195 0.67 -0.09 -0.41 0.00
C -2.195 2.747 -6.938 0.00 -0.57 0.63 0.00
C -0.386 1.478 -4.799 -0.76 -0.06 0.30 0.01
Te -0.460 0.137 -3.107 -0.51 -0.43 -2.24 -0.01
C 0.672 -1.451 -4.070 0.51 0.33 0.44 -0.01
Si 2.576 -1.375 -4.369 0.21 -0.37 -0.61 0.00
C 3.183 0.423 -4.506 -0.24 -0.70 0.25 0.01
C 2.809 -2.260 -6.061 -0.13 0.44 0.66 0.00
C 3.534 -2.448 -3.122 -0.45 0.59 -0.21 0.00
H -3.377 -0.362 -6.744 -0.27 0.02 -0.10 0.00
H -2.409 -1.028 -5.444 -0.02 -0.18 0.14 0.00
H -1.653 -0.562 -6.965 0.23 -0.05 -0.18 0.00
H -4.447 1.550 -4.535 -0.16 -0.14 -0.18 0.00
H -3.460 2.842 -3.897 0.07 0.21 0.06 0.00
H -3.244 1.202 -3.304 -0.08 -0.01 0.03 0.00
H -3.145 2.718 -7.458 -0.29 -0.03 -0.12 0.00
H -1.416 2.572 -7.672 0.21 -0.11 -0.14 0.00
H -2.064 3.752 -6.555 0.04 0.23 0.17 0.00
H -0.097 2.468 -4.457 0.09 0.10 0.14 0.00
H 0.362 1.122 -5.500 0.13 -0.16 0.00 0.00
H 0.134 -1.650 -5.003 -0.01 0.15 0.13 0.00
H 0.484 -2.292 -3.404 -0.06 -0.15 0.01 0.00
H 2.697 0.966 -5.313 -0.12 0.01 -0.14 0.00
H 4.254 0.467 -4.679 0.19 -0.07 -0.03 0.00
H 2.977 0.933 -3.570 0.01 0.14 0.13 0.00
H 2.277 -1.760 -6.863 -0.15 0.16 -0.18 0.00
H 2.453 -3.285 -6.020 -0.11 -0.18 0.09 0.00
H 3.857 -2.298 -6.341 0.25 0.04 0.00 0.00
H 3.423 -2.065 -2.114 0.16 -0.10 0.01 0.00
H 4.594 -2.468 -3.362 0.17 0.04 -0.13 0.00
H 3.181 -3.476 -3.122 -0.13 -0.14 -0.13 0.00
```
Positions in Å, forces in eV/Å.

Results
Multiplicity: 4
Orbital gap (spin up / spin down) in eV: 6.771 / 7.142
Highest occupied orbital energy (spin up / spin down) in eV: -7.01 / -7.04
LUMO (spin up / spin down) in Ha: -0.009 / 0.004

(2)
A molecular structure, C35H33ClFeN4S2Si2 in a non-equilibrium geometry. Source: the Open Molecules 2025 dataset; level of theory: ωB97M-V/def2-TZVPD.

```
78
Properties=species:S:1:pos:R:3:forces:R:3:mulliken_spin:R:1
C 3.592 -1.395 2.868 0.99 -0.44 -0.69 0.08
C 2.651 -1.999 1.979 1.25 -1.13 -0.79 0.00
C 2.612 -1.222 0.768 1.01 -0.54 -0.21 0.07
H 2.182 -2.963 2.156 0.00 0.41 -0.11 0.01
C 3.516 -0.115 0.941 1.32 -0.66 0.01 0.04
C 4.117 -0.235 2.241 1.07 -1.13 -1.08 0.08
H 4.923 0.371 2.638 -0.33 0.14 -0.02 0.01
H 3.936 -1.812 3.812 -0.34 0.26 -0.11 0.00
H 2.048 -1.450 -0.131 0.21 0.15 0.27 0.01
H 3.788 0.605 0.184 -0.09 -0.03 0.07 0.01
Fe 1.968 -0.097 2.318 -2.99 1.11 -1.95 3.40
Si -1.108 0.853 0.334 3.61 -1.83 3.76 0.01
C -1.583 -0.934 0.642 -0.56 0.55 -0.58 -0.04
C -2.858 -1.011 1.169 -0.56 -0.92 -0.43 0.01
H -3.350 -0.095 1.488 -0.19 -0.18 -0.04 0.00
C -3.538 -2.230 1.134 -0.08 -0.19 0.19 -0.01
H -4.590 -2.266 1.429 0.37 -0.12 0.05 0.00
C -2.896 -3.377 0.658 -0.16 -0.08 0.21 0.01
H -3.426 -4.337 0.642 0.18 0.47 -0.07 0.00
C -1.563 -3.317 0.233 0.09 0.18 0.25 -0.01
H -1.055 -4.221 -0.112 -0.17 0.27 0.10 0.00
C -0.891 -2.093 0.242 -0.37 -0.13 -0.23 0.04
H 0.130 -2.031 -0.146 -0.47 -0.04 0.38 0.00
C 0.376 0.704 -1.087 1.03 0.57 1.31 0.21
C 0.557 -0.398 -2.060 -0.98 0.02 -0.64 0.09
H 0.076 -1.392 -1.974 0.61 0.44 0.40 0.04
C 1.662 -0.268 -2.988 0.88 0.85 -0.24 0.12
H 1.781 -1.017 -3.779 -0.03 0.24 0.43 0.00
C 2.573 0.773 -2.888 -0.56 -1.44 -0.87 0.02
H 3.414 0.841 -3.589 -0.47 -0.14 0.26 0.01
C 2.438 1.769 -1.901 -0.61 0.83 1.34 0.22
H 3.169 2.594 -1.861 -0.45 -0.51 0.07 0.00
C 1.366 1.746 -1.017 -0.17 -0.01 -0.83 -0.01
H 1.175 2.552 -0.300 0.27 -0.22 -0.24 -0.01
H 0.275 0.159 0.978 0.22 0.51 0.27 0.09
Si -1.136 0.605 -2.068 -3.17 -0.09 -4.00 0.16
C -1.129 1.810 -3.450 -0.79 1.26 0.05 0.00
C -1.578 1.383 -4.716 0.80 -0.33 0.04 0.02
H -2.415 0.686 -4.781 0.52 -0.21 -0.06 0.00
C -0.889 1.818 -5.848 -0.23 0.44 0.03 0.00
H -1.124 1.383 -6.825 0.06 0.33 0.34 0.00
C 0.092 2.815 -5.716 -0.15 -0.19 0.04 0.01
H 0.653 3.131 -6.592 -0.02 -0.08 0.16 0.00
C 0.288 3.458 -4.489 -0.40 0.26 -0.13 0.00
H 1.000 4.285 -4.392 -0.46 -0.21 -0.18 0.00
C -0.427 3.024 -3.371 0.91 -0.45 -0.26 0.01
H -0.384 3.586 -2.432 0.40 -0.48 -0.20 0.00
C -2.853 -0.373 -2.257 0.43 0.05 0.41 0.01
C -2.757 -1.636 -2.850 0.12 -0.21 0.21 0.01
H -1.777 -1.954 -3.224 -0.39 -0.20 0.22 0.00
C -3.871 -2.479 -2.974 0.28 0.52 -0.09 0.01
H -3.714 -3.469 -3.404 -0.27 0.25 0.09 0.00
C -5.126 -2.027 -2.559 0.47 -0.07 -0.02 0.00
H -5.986 -2.678 -2.657 0.01 0.05 0.05 0.00
C -5.271 -0.738 -2.040 0.55 0.26 -0.26 0.00
H -6.268 -0.389 -1.750 0.49 -0.01 -0.11 0.00
C -4.144 0.097 -1.919 0.17 -0.09 0.30 0.02
H -4.274 1.115 -1.539 0.05 -0.38 -0.01 0.00
H -2.339 1.581 0.061 -0.51 0.23 -1.06 0.00
Cl -0.713 2.302 1.874 -0.22 0.27 -0.20 0.02
N 0.013 -2.766 3.323 -0.37 -0.13 -0.08 0.01
C 0.367 -1.786 4.182 0.48 1.09 -0.44 0.03
N 1.003 -0.644 3.855 -2.91 -1.68 3.30 0.04
C 1.149 0.171 4.995 -1.08 -2.75 1.18 -0.01
C 0.711 -0.421 6.169 0.77 1.49 -0.95 0.00
S 0.023 -1.960 5.854 0.04 0.13 0.22 0.01
C 1.842 1.373 4.719 1.94 2.71 0.34 0.04
C 2.298 2.398 5.542 -1.18 -1.90 -0.68 0.01
S 3.164 3.567 4.655 0.13 -0.25 -0.66 0.01
C 2.952 2.619 3.199 -1.30 -1.15 0.81 0.02
N 2.251 1.484 3.378 0.87 3.89 1.74 0.04
N 3.407 3.057 2.022 0.42 0.39 -0.40 0.01
H -0.581 -3.505 3.713 0.38 0.54 -0.59 0.00
H -0.100 -2.529 2.328 -0.06 -0.22 0.73 0.01
H 0.814 -0.007 7.169 -0.18 -0.25 -0.29 0.00
H 2.154 2.466 6.607 0.02 0.15 -0.02 0.00
H 3.948 3.917 2.032 -0.23 -0.50 -0.40 0.00
H 3.258 2.535 1.157 0.09 0.25 0.63 0.01
```
Positions in Å, forces in eV/Å.

Results
Multiplicity: 6
Total charge: +1
Orbital gap (spin up / spin down) in eV: 5.996 / 6.450
Highest occupied orbital energy (spin up / spin down) in eV: -8.67 / -10.02
LUMO (spin up / spin down) in Ha: -0.098 / -0.131

(3)
2 unconnected molecules or ions with the total composition C6H12O. Source: the Open Molecules 2025 dataset; level of theory: ωB97M-V/def2-TZVPD.

```
19
Properties=species:S:1:pos:R:3:forces:R:3:mulliken_charge:R:1
C 2.022 -0.088 0.835 0.01 0.05 0.05 -1.14
C 1.590 -0.468 -0.584 0.03 -0.09 -0.05 -0.22
C 0.901 0.648 -1.324 -0.15 0.03 -0.15 0.04
C -0.193 0.498 -2.069 0.07 0.05 0.27 -1.22
C -2.048 -0.068 0.180 0.08 0.22 0.55 -0.06
C -2.090 -0.800 1.495 -0.10 -0.02 0.04 -0.84
O -1.836 1.210 0.443 -0.01 -0.26 -0.17 -0.35
H 2.577 -0.905 1.309 -0.12 0.13 -0.09 0.33
H 1.161 0.151 1.471 0.12 -0.03 -0.14 0.25
H 2.677 0.791 0.819 -0.09 -0.10 0.01 0.34
H 0.940 -1.354 -0.552 0.06 0.20 -0.08 0.23
H 2.480 -0.762 -1.157 -0.09 0.03 0.10 0.31
H 1.343 1.643 -1.219 -0.01 -0.20 -0.07 0.29
H -0.724 -0.449 -2.115 0.21 0.13 -0.13 0.32
H -0.676 1.343 -2.557 0.21 -0.09 -0.07 0.46
H -3.092 -1.250 1.540 0.18 -0.04 0.03 0.33
H -1.923 -0.194 2.397 0.00 0.03 -0.21 0.31
H -1.378 -1.644 1.486 -0.29 0.31 -0.19 0.23
H -1.732 1.697 -0.398 -0.11 -0.35 0.30 0.38
```
Positions in Å, forces in eV/Å.

Results
Orbital gap in eV: 9.271
Highest occupied orbital energy in eV: -8.30
LUMO in Ha: 0.036

(4)
2 unconnected molecules or ions with the total composition C3H5ClFNO3 in a non-equilibrium geometry. Source: the Open Molecules 2025 dataset; level of theory: ωB97M-V/def2-TZVPD.

```
14
Properties=species:S:1:pos:R:3:forces:R:3:mulliken_charge:R:1
C -0.579 0.403 -0.002 -0.05 -2.58 -0.54 -0.98
C 0.882 -0.224 0.128 -2.86 -0.24 -2.61 0.28
C 1.842 0.566 -0.759 0.44 -1.57 -0.51 0.12
N 3.955 -0.887 0.506 -2.07 1.06 -1.29 0.80
O 4.236 -0.055 1.276 1.04 0.47 1.20 -0.36
O 4.328 -1.941 0.169 0.99 -1.42 0.06 -0.47
O 1.103 -0.257 1.449 1.60 0.47 2.70 -0.51
F 1.639 0.390 -2.090 -0.18 -0.12 0.71 -0.23
Cl 2.565 2.057 -0.452 -0.29 0.20 0.50 -0.13
H -0.793 1.027 -0.849 0.19 0.69 -0.16 0.33
H -0.761 0.793 0.986 -0.58 0.68 -0.09 0.31
H -1.232 -0.500 -0.148 0.21 0.98 0.39 0.26
H 0.709 -1.342 -0.183 1.25 2.14 -0.02 0.23
H 0.949 0.628 1.845 0.30 -0.76 -0.33 0.35
```
Positions in Å, forces in eV/Å.

Results
Orbital gap (spin up / spin down) in eV: 9.866 / 7.234
Highest occupied orbital energy (spin up / spin down) in eV: -9.66 / -8.06
LUMO (spin up / spin down) in Ha: 0.008 / -0.030

Computed total energy (hartree) in order:
-5309.4713; -4671.4258; -310.9268; -957.6286